[1]
DFT (ωB97M-V/def2-TZVPD) results for 7 unconnected molecules or ions with the total composition C28H56O21 in a non-equilibrium geometry.

The geometry in XYZ format:
```
105
Properties=species:S:1:pos:R:3:lowdin_spin:R:1
O 5.154 1.053 0.082 0.000
O -0.328 -1.700 6.626 0.000
O 5.803 5.057 5.756 0.000
O 2.306 -4.358 -2.083 0.000
O 5.527 4.087 3.687 0.000
O -7.928 2.619 -2.569 0.792
O -8.336 0.474 -3.062 0.052
O -1.895 -1.038 -0.653 0.000
O 1.999 -3.138 -3.971 0.000
O -6.400 0.883 -2.280 0.103
O 3.935 1.178 -1.797 0.000
O -1.892 1.344 -0.417 0.000
O -2.221 -2.628 -6.665 0.000
O -1.229 -1.409 8.594 0.000
O -3.832 -2.141 -5.040 0.000
O -0.247 0.321 7.533 0.000
O 2.869 -2.115 -2.292 0.000
O -0.403 -0.001 0.523 0.000
O 4.157 2.990 -0.440 0.000
O -2.043 -0.928 -5.087 0.000
O 7.301 5.345 4.079 0.000
C -5.711 -3.565 -4.260 0.000
C -5.303 1.622 -1.840 0.004
C 7.930 6.428 4.689 0.000
C 6.200 4.828 4.630 0.000
C -1.335 -2.869 8.721 0.000
C -4.622 -3.339 -5.292 0.000
C -2.580 -1.968 -5.695 0.000
C -1.444 0.226 -0.172 0.000
C 4.574 -2.089 -0.640 0.000
C -9.979 -0.564 -4.339 0.002
C -7.606 1.393 -2.655 0.035
C 1.919 2.365 -2.287 0.000
C 5.506 1.470 1.385 0.000
C 4.099 2.329 4.738 0.000
C 0.828 -2.641 4.662 0.000
C -0.550 -0.901 7.584 0.000
C -0.712 -0.493 -5.387 0.000
C 2.453 -3.334 -2.729 0.000
C 0.138 0.969 1.308 0.000
C 1.129 -4.069 -4.686 0.000
C 3.048 -1.946 -0.957 0.000
C 3.263 1.850 -2.696 0.000
C 0.661 -1.423 5.628 0.000
C 1.529 0.488 1.799 0.000
C -9.677 0.680 -3.494 0.002
C -2.952 -1.070 -1.608 0.000
C 4.388 1.879 -0.704 0.000
C 4.127 3.702 3.937 0.000
H 1.946 1.300 2.394 0.000
H 3.706 4.566 4.451 0.000
H -2.061 -3.039 9.516 0.000
H -5.146 -3.131 -6.225 0.000
H 0.367 1.818 0.664 0.000
H -5.354 -3.711 -3.241 0.000
H -10.307 0.720 -2.605 0.000
H 1.328 2.564 -3.182 0.000
H 2.041 3.289 -1.721 0.000
H -0.654 0.103 -6.298 0.000
H 4.550 2.463 5.721 0.000
H -4.471 1.344 -2.487 0.002
H 7.376 7.198 5.225 0.000
H 3.794 2.576 -3.312 0.000
H 4.837 2.057 2.014 0.000
H 1.489 -4.195 -5.707 0.000
H 0.335 -0.596 4.998 0.000
H 1.497 -0.412 2.412 0.000
H 2.235 0.316 0.986 0.000
H 1.545 1.583 -1.626 0.000
H -2.690 -0.452 -2.467 0.000
H -4.976 1.437 -0.817 0.000
H 0.037 -2.946 3.977 0.000
H -10.998 -0.355 -4.664 0.001
H 3.059 1.054 -3.412 0.000
H -9.200 -0.549 -5.102 0.000
H -6.365 -4.419 -4.441 0.000
H -3.964 -4.200 -5.411 0.000
H 4.893 -1.594 0.278 0.000
H 0.003 -1.313 -5.457 0.000
H 1.573 -1.089 6.122 0.000
H 4.657 1.477 4.349 0.000
H 1.127 -3.495 5.271 0.000
H 2.479 -2.642 -0.342 0.000
H -10.088 -1.565 -3.921 0.001
H 1.170 -5.098 -4.330 0.000
H 1.609 -2.294 3.985 0.000
H -0.455 0.061 -4.485 0.000
H 8.563 6.925 3.954 0.000
H 6.386 2.112 1.347 0.000
H -3.047 -2.122 -1.878 0.000
H 5.007 -3.088 -0.682 0.000
H 0.110 -3.693 -4.602 0.000
H 5.169 -1.491 -1.330 0.000
H -3.845 -0.810 -1.041 0.000
H -0.378 -3.332 8.963 0.000
H 8.436 6.042 5.574 0.000
H 2.629 -0.995 -0.628 0.000
H 3.661 3.587 2.959 0.000
H -6.319 -2.677 -4.431 0.000
H -0.599 1.330 2.024 0.000
H -9.909 1.545 -4.115 0.002
H 3.065 2.015 4.880 0.000
H -5.512 2.660 -2.100 0.004
H 5.785 0.627 2.016 0.000
H -1.744 -3.322 7.818 0.000
```

Computed properties:
**Energy relative to the best compared isomer or geometry (same formula, charge and spin)**: 46.21 kJ/mol
**<S²>**: 0.76
**Total charge**: +1
**Multiplicity**: 2

[2]
DFT (ωB97M-V/def2-TZVPD) results for a molecular structure, C26H28N6S3SiV.

The geometry in XYZ format:
```
65
Properties=species:S:1:pos:R:3:lowdin_spin:R:1
V -0.217 -0.253 0.324 2.706
S -2.040 0.921 -0.926 0.013
S -0.175 -2.324 -1.218 0.012
S -1.479 -1.490 2.246 0.015
Si 1.113 -2.901 -4.470 -0.001
N -3.241 -1.833 0.307 0.006
N -3.031 3.191 -0.017 0.000
N -0.304 1.540 1.365 -0.001
N -1.255 2.493 1.183 0.000
N 1.515 -0.363 1.627 0.022
N 1.101 -0.078 -1.373 0.007
C 1.333 -2.294 -6.237 0.000
C 0.514 1.697 2.354 0.068
C -0.698 2.947 4.138 0.005
C 1.482 3.708 3.478 0.005
C 0.432 2.805 3.339 0.007
C 1.543 0.644 2.517 0.018
C 1.408 4.736 4.407 0.000
C -3.988 -0.343 1.955 0.003
C 2.707 0.626 -2.966 0.000
C 2.397 -0.493 -3.736 0.012
C -5.135 -0.155 1.232 0.000
C 2.430 -1.326 1.679 0.018
C 1.452 -1.430 -3.331 0.000
C -2.055 2.253 0.163 0.003
C 2.388 -4.228 -4.104 0.000
C -2.976 -1.204 1.481 0.008
C 3.447 -0.339 3.586 0.015
C 0.849 -1.198 -2.080 0.020
C -0.767 3.966 5.072 0.000
C -5.335 -0.815 0.009 0.005
C -0.617 -3.603 -4.333 -0.001
C 0.284 4.863 5.209 0.003
C 2.497 0.667 3.532 0.007
C -4.348 -1.640 -0.437 -0.001
C 2.007 0.803 -1.792 0.012
C 3.428 -1.349 2.637 0.010
H 0.626 -1.492 -6.458 0.000
H -2.469 -2.365 -0.088 0.001
H -4.375 -2.169 -1.378 0.000
H 3.450 1.345 -3.280 0.000
H 2.329 -2.100 0.926 0.001
H -1.370 -2.814 -4.349 0.000
H 4.154 -2.150 2.643 0.000
H -1.647 4.065 5.694 0.000
H 2.487 1.456 4.268 0.000
H -2.879 4.075 0.443 0.000
H 2.228 5.437 4.500 0.000
H -5.890 0.526 1.603 0.000
H 2.914 -0.627 -4.680 0.001
H -6.222 -0.661 -0.585 0.000
H 2.150 1.671 -1.159 0.001
H -0.789 -4.260 -5.190 0.000
H -3.812 0.178 2.884 0.000
H -1.519 2.253 4.016 0.000
H -0.755 -4.172 -3.416 0.000
H 2.284 -4.581 -3.076 0.000
H 4.194 -0.333 4.368 0.001
H 1.137 -3.113 -6.932 0.000
H 0.223 5.661 5.938 0.000
H 2.337 -1.924 -6.446 0.000
H 3.402 -3.842 -4.227 0.000
H 2.272 -5.087 -4.770 0.000
H -3.482 3.207 -0.915 0.000
H 2.356 3.614 2.844 0.000
```

Computed properties:
**Energy relative to the best compared isomer or geometry (same formula, charge and spin)**: 23.25 kJ/mol
**<S²>**: 3.77
**Multiplicity**: 4

[3]
DFT (ωB97M-V/def2-TZVPD) results for 2 unconnected molecules or ions with the total composition C3H8O4 in a non-equilibrium geometry.

The geometry in XYZ format:
```
15
Properties=species:S:1:pos:R:3:nbo_charge:R:1
O 1.456 -2.889 -3.497 -0.946
O 1.019 0.711 1.292 -0.520
O 0.865 -0.940 -0.234 -0.600
O -2.117 0.933 2.059 -0.713
C -1.437 0.565 0.893 -0.089
C -0.098 1.432 0.687 -0.108
C 1.455 -0.466 0.726 0.645
H -2.607 1.754 1.844 0.461
H 0.112 1.711 -0.364 0.196
H -2.192 0.790 0.115 0.164
H 2.317 -0.842 1.311 0.150
H 1.316 -2.346 -4.306 0.466
H 1.412 -2.244 -2.755 0.480
H -0.167 2.367 1.276 0.205
H -1.334 -0.536 0.952 0.209
```

Computed properties:
**Energy relative to the best compared isomer or geometry (same formula, charge and spin)**: 151.70 kJ/mol
**Multiplicity**: 1

[4]
DFT (ωB97M-V/def2-TZVPD) results for 2 unconnected molecules or ions with the total composition C7H14NO3 in a non-equilibrium geometry.

The geometry in XYZ format:
```
25
Properties=species:S:1:pos:R:3:lowdin_spin:R:1
O -1.627 1.590 -1.058 0.010
O 0.375 1.304 0.636 0.483
O -2.930 -0.717 1.240 0.001
N -1.983 1.714 1.253 0.002
C 3.420 0.946 -0.889 0.104
C 1.382 0.696 0.438 0.644
C -2.774 -1.347 -1.156 0.000
C -1.955 0.954 -0.145 0.006
C 2.973 -1.079 0.801 0.110
C 2.528 0.235 0.147 0.534
C -2.263 -0.503 0.026 0.001
H -1.119 -0.908 0.083 0.004
H 2.924 1.757 -1.219 0.001
H -3.610 -1.380 1.132 0.000
H -2.472 2.631 1.263 0.001
H 3.194 -1.941 0.156 0.022
H 2.104 -1.314 1.305 0.009
H 3.927 -0.800 1.329 0.023
H 3.462 0.189 -1.701 0.022
H -3.095 -2.338 -0.903 0.000
H -1.947 -1.466 -1.867 0.000
H -0.962 1.974 1.377 0.001
H -3.554 -0.852 -1.597 0.000
H -2.379 1.155 2.072 0.000
H 4.420 1.254 -0.486 0.021
```

Computed properties:
**Energy relative to the best compared isomer or geometry (same formula, charge and spin)**: 0.00 kJ/mol
**<S²>**: 2.01
**Total charge**: +1
**Multiplicity**: 3